[1]
DFT (the ωB97M-V functional and the def2-TZVPD basis) results for a 7-piece molecular cluster, C16H44F3NO18S6 overall in a non-equilibrium geometry.

Properties
Frontier orbital gap: 0.2358 Ha
2S+1: 1

Atoms and positions in Å:
N 0.50 0.38 -0.86
H 0.32 -0.26 -0.10
H 0.97 1.16 -0.42
H -0.38 0.78 -1.15
H 1.02 -0.21 -1.50
C -0.93 -2.28 5.12
F -1.16 -1.01 5.20
F 0.35 -2.53 5.09
F -1.53 -2.93 6.14
S -1.65 -3.01 3.52
O -1.29 -1.99 2.49
O -0.89 -4.24 3.25
O -3.08 -3.21 3.66
O 2.05 -2.77 -3.45
S 2.88 -3.93 -3.78
O 4.32 -3.76 -3.86
O 2.53 -5.24 -2.88
C 1.47 -5.16 -1.92
C 0.60 -6.39 -1.92
C 2.26 -4.62 -5.35
H 0.73 -4.38 -2.11
H 1.90 -4.82 -0.98
H -0.34 -6.19 -1.41
H 0.99 -7.28 -1.44
H 0.42 -6.76 -2.92
H 2.58 -3.98 -6.18
H 1.18 -4.65 -5.38
H 2.78 -5.57 -5.48
O -4.97 -3.14 -4.60
S -4.67 -2.25 -3.44
O -3.32 -1.91 -3.01
O -5.63 -0.80 -3.53
C -6.74 -0.90 -4.39
C -7.01 0.60 -4.58
C -5.54 -3.07 -2.08
H -7.48 -1.53 -3.89
H -6.41 -1.31 -5.34
H -7.89 0.73 -5.21
H -6.12 1.18 -4.84
H -7.40 1.16 -3.73
H -4.86 -3.89 -1.85
H -6.39 -3.43 -2.65
H -5.69 -2.41 -1.22
O 5.60 -3.13 2.78
S 5.99 -2.28 1.65
O 5.00 -1.60 0.78
O 7.15 -1.17 2.11
C 7.49 -0.18 1.12
C 9.08 -0.04 1.03
C 7.12 -3.26 0.57
H 7.04 0.74 1.50
H 7.09 -0.33 0.12
H 9.40 -0.97 0.55
H 9.54 -0.18 2.01
H 9.44 0.80 0.43
H 7.91 -3.55 1.26
H 7.55 -2.61 -0.19
H 6.64 -4.14 0.14
O 3.05 5.79 3.51
S 2.33 4.52 3.45
O 1.71 4.01 2.21
O 3.24 3.26 4.14
C 4.18 3.56 5.19
C 5.39 4.40 4.78
C 0.98 4.38 4.73
H 4.58 2.56 5.30
H 3.65 3.93 6.07
H 5.17 5.46 4.69
H 5.77 4.04 3.83
H 6.24 4.27 5.46
H 0.90 5.32 5.29
H 1.04 3.54 5.42
H 0.03 4.34 4.19
O -3.85 2.85 -1.00
S -4.57 3.88 -0.31
O -3.90 4.83 0.61
O -5.35 4.92 -1.30
C -6.08 6.15 -0.90
C -6.79 6.59 -2.15
C -6.05 3.12 0.45
H -5.40 6.85 -0.43
H -6.81 5.79 -0.17
H -7.66 6.10 -2.59
H -6.10 6.73 -2.98
H -7.29 7.56 -2.03
H -6.43 3.77 1.23
H -5.79 2.16 0.90
H -6.70 3.08 -0.43

[2]
DFT (the ωB97M-V functional and the def2-TZVPD basis) results for C14H28N2O4 in the gas phase.

Properties
Frontier orbital gap: 0.3790 Ha
2S+1: 1
SMILES: CC(C)OCCCNC(=O)C(=O)NCCCOC(C)C

Atoms and positions in Å:
C 4.41 -4.40 0.83
C 3.52 -3.39 0.09
C 3.66 -2.00 0.69
O 2.15 -3.73 0.17
C 1.76 -4.91 -0.50
C 0.24 -4.90 -0.68
C -0.21 -3.89 -1.74
N 0.12 -2.54 -1.34
C -0.66 -1.49 -1.56
O -1.74 -1.49 -2.13
C -0.05 -0.19 -1.01
O 1.04 -0.15 -0.48
N -0.86 0.85 -1.22
C -0.59 2.20 -0.80
C -1.64 2.69 0.20
C -1.35 4.12 0.66
O -2.39 4.52 1.52
C -2.14 5.70 2.27
C -2.16 6.96 1.40
C -3.23 5.76 3.34
H 4.07 -4.51 1.85
H 5.44 -4.04 0.84
H 4.39 -5.37 0.34
H 3.82 -3.37 -0.97
H 4.67 -1.63 0.56
H 2.96 -1.31 0.22
H 3.43 -2.04 1.76
H 2.04 -5.80 0.09
H 2.26 -4.97 -1.48
H -0.22 -4.64 0.27
H -0.09 -5.89 -0.98
H 0.29 -4.12 -2.70
H -1.29 -3.94 -1.90
H 0.97 -2.42 -0.79
H -1.74 0.64 -1.68
H -0.57 2.86 -1.67
H 0.40 2.19 -0.34
H -2.63 2.68 -0.26
H -1.66 2.04 1.07
H -0.38 4.15 1.19
H -1.28 4.78 -0.21
H -1.16 5.61 2.76
H -3.09 7.01 0.85
H -2.07 7.84 2.03
H -1.33 6.96 0.70
H -3.07 6.61 3.99
H -3.23 4.85 3.92
H -4.20 5.86 2.86

[3]
DFT (the ωB97M-V functional and the def2-TZVPD basis) results for C24H52AsBF6O12PtS6 as an isolated structure in a non-equilibrium geometry.

Properties
Frontier orbital gap (alpha / beta): 0.3089 / 0.3010 Ha
⟨S²⟩: 2.00
2S+1: 3

Atoms and positions in Å:
Pt 5.95 -2.24 15.08
B 4.19 -3.40 16.05
H 5.11 -3.97 16.08
H 4.10 -3.19 14.99
H 3.34 -3.92 16.46
H 4.27 -2.49 16.62
As 9.59 -3.84 11.50
F 8.50 -3.20 12.77
F 8.21 -4.54 10.62
F 10.67 -4.59 10.27
F 10.97 -3.13 12.40
F 9.69 -5.28 12.47
F 9.40 -2.30 10.58
C 0.85 0.32 14.46
C 1.79 1.02 13.38
C 2.92 1.56 14.23
S 3.34 0.33 15.50
O 3.45 0.98 16.82
O 4.46 -0.55 15.13
C 1.72 -0.60 15.40
H 0.11 -0.32 13.98
H 0.24 0.99 15.07
H 1.36 1.71 12.66
H 2.11 0.19 12.75
H 2.64 2.44 14.80
H 3.87 1.82 13.75
H 1.44 -0.81 16.43
H 2.05 -1.52 14.92
C 4.40 -1.43 9.40
C 5.89 -0.91 9.11
C 6.67 -1.05 10.44
S 5.56 -0.53 11.80
O 5.53 0.92 12.02
O 5.78 -1.39 12.96
C 4.05 -1.08 10.86
H 4.32 -2.51 9.33
H 3.73 -0.92 8.71
H 5.94 0.13 8.81
H 6.31 -1.48 8.28
H 7.61 -0.49 10.47
H 6.99 -2.07 10.64
H 3.30 -0.29 10.90
H 3.64 -2.02 11.24
C 8.14 0.73 19.66
C 7.70 1.64 18.48
C 6.29 1.23 18.10
S 6.15 -0.57 18.44
O 6.20 -1.32 17.17
O 4.97 -0.84 19.30
C 7.74 -0.69 19.32
H 7.92 1.14 20.64
H 9.23 0.82 19.70
H 8.30 1.74 17.57
H 7.63 2.69 18.76
H 6.10 1.57 17.08
H 5.56 1.66 18.78
H 8.48 -1.13 18.64
H 7.70 -1.45 20.10
C 4.33 -7.36 13.35
C 5.82 -7.57 13.06
C 6.40 -6.28 12.32
S 5.25 -4.91 12.84
O 4.46 -4.53 11.63
O 6.00 -3.88 13.63
C 4.26 -5.96 13.96
H 3.85 -8.07 14.01
H 3.79 -7.39 12.41
H 5.99 -8.43 12.42
H 6.36 -7.84 13.97
H 6.33 -6.35 11.23
H 7.44 -5.96 12.42
H 3.32 -5.41 14.01
H 4.85 -5.91 14.87
C 9.75 2.18 14.08
C 9.94 1.22 12.87
C 9.59 -0.25 13.32
S 8.67 0.02 14.97
O 9.54 -0.16 16.12
O 7.42 -0.64 14.97
C 8.44 1.82 14.81
H 9.48 3.14 13.63
H 10.66 2.22 14.68
H 11.00 1.26 12.62
H 9.36 1.47 11.98
H 10.40 -0.97 13.35
H 8.82 -0.66 12.66
H 8.43 2.34 15.77
H 7.65 2.11 14.11
C 9.58 -6.39 15.67
C 8.13 -6.49 16.24
C 7.77 -5.52 17.31
S 8.58 -4.01 16.64
O 9.08 -3.13 17.71
O 7.70 -3.45 15.60
C 9.97 -4.91 15.85
H 9.61 -6.68 14.63
H 10.27 -7.05 16.21
H 8.03 -7.51 16.61
H 7.50 -6.26 15.38
H 8.29 -5.79 18.23
H 6.72 -5.30 17.51
H 10.78 -4.73 16.55
H 10.26 -4.32 14.97

[4]
DFT (the ωB97M-V functional and the def2-TZVPD basis) results for a 3-piece molecular cluster, C21H48N3O10 overall in a non-equilibrium geometry.

Properties
Frontier orbital gap: 0.2289 Ha
Total charge: +1
2S+1: 1

Atoms and positions in Å:
C -1.84 0.90 1.74
O -1.83 2.34 1.42
C -1.99 2.50 -0.04
C -0.48 2.32 -0.73
C -0.09 3.80 -1.32
N 1.29 3.91 -1.93
O 1.55 5.26 -1.94
C 2.36 3.23 -1.10
N 2.62 3.43 0.37
N 3.18 2.32 -1.78
C 3.05 2.00 -3.26
C 1.72 1.05 -3.49
C 2.04 -0.40 -4.19
C 0.66 -1.32 -4.04
O -0.36 -1.16 -4.89
O 0.57 -2.30 -2.91
H -1.32 0.23 0.93
H -2.95 0.55 1.84
H -1.29 0.78 2.78
H -2.35 3.62 -0.22
H -2.80 1.81 -0.53
H -0.64 1.50 -1.56
H 0.22 1.94 0.13
H -0.29 4.68 -0.54
H -0.86 4.02 -2.21
H 1.75 5.54 -0.98
H 3.43 2.81 0.68
H 1.80 3.20 0.97
H 3.92 1.79 -1.24
H 2.97 2.93 -3.96
H 4.04 1.41 -3.59
H 1.22 0.90 -2.46
H 0.93 1.59 -4.18
H 2.97 -0.91 -3.67
H 2.22 -0.18 -5.34
H -0.15 -1.96 -2.30
C 2.43 -1.10 1.40
O 3.33 -0.53 2.34
C 2.99 -0.83 3.70
C 4.24 -1.10 4.52
O 4.88 -2.35 4.24
C 5.52 -2.48 2.96
C 6.76 -1.60 2.78
O 6.38 -0.23 2.61
C 7.26 0.67 3.26
H 1.50 -0.51 1.37
H 2.90 -1.07 0.42
H 2.21 -2.14 1.64
H 2.31 -1.69 3.76
H 2.47 0.05 4.10
H 3.94 -1.16 5.58
H 4.96 -0.28 4.47
H 4.80 -2.33 2.16
H 5.84 -3.52 2.91
H 7.29 -1.90 1.87
H 7.42 -1.73 3.64
H 7.47 0.35 4.29
H 6.77 1.65 3.31
H 8.19 0.76 2.70
C -7.40 0.78 -0.84
O -6.81 -0.39 -1.37
C -5.47 -0.20 -1.82
C -4.60 -1.41 -1.48
O -4.29 -1.55 -0.09
C -5.37 -1.90 0.78
C -5.93 -3.31 0.58
O -6.69 -3.38 -0.63
C -6.52 -4.60 -1.33
H -7.69 1.46 -1.64
H -8.29 0.49 -0.27
H -6.71 1.29 -0.15
H -5.02 0.70 -1.37
H -5.51 -0.07 -2.91
H -3.63 -1.28 -1.98
H -5.02 -2.34 -1.88
H -6.16 -1.14 0.74
H -4.95 -1.85 1.79
H -6.60 -3.56 1.40
H -5.10 -4.03 0.57
H -5.45 -4.85 -1.42
H -6.92 -4.47 -2.34
H -7.06 -5.41 -0.83

Going through the records in order, we get calculated total energy values of -4733.5567, -960.7571, -7216.5685, -1744.9642 hartree.